1.
Formula: C31H89O38P9S
Source: the Open Molecules 2025 dataset
Level of theory: ωB97M-V/def2-TZVPD

```
168
Properties=species:S:1:pos:R:3:mulliken_charge:R:1
C 21.62 -8.23 -1.70 0.0567
C 22.41 -7.06 -1.23 1.1257
C 21.59 -6.20 -0.26 -0.7402
S 20.54 -7.36 0.67 0.4466
O 19.12 -7.04 0.47 -0.0996
O 21.09 -7.55 2.01 -0.3655
C 20.94 -8.85 -0.45 -0.3940
H 22.14 -8.99 -2.28 0.2129
H 20.85 -7.95 -2.42 0.0115
H 22.81 -6.49 -2.07 -0.7953
H 23.27 -7.40 -0.65 -0.1312
H 20.98 -5.42 -0.71 -0.0719
H 22.14 -5.68 0.52 0.4532
H 20.06 -9.47 -0.59 0.5383
H 21.61 -9.44 0.19 -0.5512
C 18.94 -11.81 -6.75 -0.7524
O 18.19 -11.22 -5.69 -0.3722
P 18.74 -9.76 -5.12 0.6572
O 20.22 -9.51 -4.95 -0.2606
O 17.96 -8.68 -6.07 -0.1091
C 16.69 -8.89 -6.58 -0.8670
O 17.81 -9.62 -3.76 -0.3614
C 17.71 -8.45 -2.94 -0.5095
H 18.26 -12.02 -7.57 0.3086
H 19.39 -12.74 -6.40 0.2712
H 19.61 -11.14 -7.28 0.3189
H 16.27 -9.85 -6.27 0.3446
H 16.79 -8.96 -7.67 0.2987
H 16.00 -8.06 -6.41 0.2705
H 16.64 -8.28 -2.87 0.3947
H 18.22 -7.53 -3.23 0.3335
H 18.01 -8.71 -1.93 -0.0125
C 27.44 -10.83 -0.03 -0.7553
O 26.45 -10.19 0.69 -0.0809
P 25.55 -11.18 1.66 0.9048
O 26.32 -12.26 2.35 -0.7531
O 25.00 -10.12 2.67 -0.4047
C 24.19 -8.97 2.24 -0.1534
O 24.33 -11.57 0.66 -0.1601
C 23.22 -12.12 1.26 -0.6010
H 27.67 -11.87 0.20 0.4200
H 28.35 -10.23 -0.02 0.2636
H 27.16 -10.86 -1.08 0.1607
H 23.36 -8.63 2.87 0.2317
H 23.68 -9.12 1.29 -0.1156
H 24.88 -8.13 2.13 0.3277
H 23.03 -13.14 0.94 0.3260
H 22.37 -11.51 0.95 -0.0043
H 23.14 -12.03 2.34 0.4151
C 17.96 -11.51 0.39 -0.9304
O 17.17 -10.29 0.50 0.2881
P 15.94 -10.13 1.47 0.3894
O 14.70 -10.88 1.03 -0.7290
O 16.57 -10.34 2.97 -0.3929
C 17.50 -9.48 3.57 -0.3590
O 15.72 -8.53 1.37 -0.0757
C 15.34 -7.87 0.21 -0.2577
H 18.20 -11.71 -0.65 0.2575
H 17.36 -12.32 0.82 0.4253
H 18.84 -11.42 1.02 0.2592
H 17.04 -8.95 4.41 0.3489
H 17.83 -8.69 2.90 -0.0032
H 18.40 -10.04 3.84 0.3261
H 16.15 -7.24 -0.15 -0.2553
H 14.42 -7.29 0.31 0.4244
H 15.10 -8.56 -0.60 0.3672
C 19.66 -4.26 -8.51 -0.5892
O 20.61 -5.25 -8.14 -0.3252
P 21.64 -4.82 -6.87 0.5179
O 20.98 -4.27 -5.69 0.0926
O 22.85 -4.01 -7.57 -0.3269
C 22.80 -2.60 -7.73 -0.7331
O 22.42 -6.25 -6.56 -0.3793
C 21.84 -7.21 -5.69 -0.7191
H 19.49 -4.32 -9.58 0.2872
H 19.99 -3.24 -8.32 0.2198
H 18.65 -4.43 -8.15 0.2372
H 23.61 -2.12 -7.19 0.2653
H 21.85 -2.15 -7.43 0.3065
H 23.12 -2.28 -8.72 0.2860
H 22.19 -7.04 -4.67 0.0897
H 22.03 -8.23 -6.00 0.4038
H 20.76 -7.05 -5.63 0.4003
C 20.04 -6.91 4.91 -0.0192
O 20.48 -5.89 5.76 -0.4001
P 20.42 -4.32 5.33 0.4502
O 18.98 -3.84 5.26 -0.4788
O 21.46 -3.60 6.38 -0.3695
C 22.72 -4.12 6.61 -0.6531
O 21.16 -4.23 3.89 0.2148
C 21.24 -3.04 3.14 -0.4370
H 20.90 -7.50 4.60 0.2125
H 19.48 -6.48 4.09 -0.1154
H 19.39 -7.55 5.50 0.2856
H 22.84 -5.05 6.05 0.2779
H 22.76 -4.43 7.66 0.2663
H 23.59 -3.47 6.51 0.2745
H 20.71 -2.24 3.65 0.4507
H 20.84 -3.21 2.14 -0.1554
H 22.30 -2.87 2.97 0.3138
C 19.35 -3.00 -3.53 -0.4410
O 18.41 -2.55 -2.61 -0.4225
P 18.45 -3.09 -1.08 -0.2423
O 19.80 -3.08 -0.41 -0.1468
O 17.47 -2.00 -0.34 0.0124
C 17.76 -0.63 -0.30 -1.0479
O 17.75 -4.55 -1.16 0.7418
C 16.42 -4.66 -1.60 -0.6602
H 20.36 -3.11 -3.11 -0.0026
H 19.33 -2.29 -4.36 0.3939
H 19.13 -3.98 -3.95 0.2021
H 17.27 -0.12 0.52 0.3793
H 17.73 -0.06 -1.23 0.2749
H 18.81 -0.54 -0.01 0.3114
H 15.91 -5.23 -0.82 0.0350
H 16.45 -5.23 -2.53 0.2818
H 15.99 -3.69 -1.88 0.2812
C 27.34 -7.70 -2.16 -0.2576
O 27.39 -8.89 -2.96 -0.4314
P 26.26 -9.24 -4.11 0.6448
O 26.69 -10.43 -4.88 -0.7742
O 24.84 -9.30 -3.29 0.3568
C 24.55 -10.33 -2.38 -1.0233
O 26.17 -7.86 -4.94 -0.1405
C 25.65 -7.92 -6.24 -0.6427
H 27.66 -7.82 -1.13 0.3143
H 26.26 -7.60 -2.05 -0.0926
H 27.74 -6.80 -2.64 0.3092
H 24.45 -9.89 -1.39 0.3019
H 25.30 -11.11 -2.28 0.5011
H 23.54 -10.68 -2.60 0.3594
H 26.28 -7.30 -6.87 0.2745
H 24.63 -7.55 -6.22 0.0238
H 25.60 -8.90 -6.73 0.4477
C 17.81 -4.10 2.14 -0.1570
O 16.42 -4.39 2.07 -0.1578
P 15.14 -3.39 2.13 0.8095
O 13.81 -3.94 2.50 -0.7927
O 15.71 -2.14 3.01 -0.3949
C 16.11 -2.36 4.40 -0.7265
O 15.22 -2.86 0.59 0.1274
C 14.28 -1.91 0.03 -0.9948
H 18.51 -4.49 1.41 -0.3156
H 18.13 -4.66 3.02 0.4675
H 18.11 -3.06 2.25 0.3336
H 16.25 -3.41 4.65 0.2620
H 15.40 -1.98 5.13 0.3883
H 17.01 -1.81 4.63 0.2430
H 14.74 -0.93 0.16 0.2703
H 13.31 -1.87 0.54 0.3768
H 14.06 -2.14 -1.01 0.3021
C 27.41 -2.56 -2.21 -0.8273
O 26.65 -3.58 -2.84 -0.2667
P 25.27 -3.97 -2.03 0.5964
O 25.34 -5.24 -1.27 -0.2919
O 24.81 -2.64 -1.15 -0.5470
C 23.43 -2.50 -0.80 -0.2202
O 24.14 -3.95 -3.17 -0.1017
C 24.33 -4.73 -4.28 0.2856
H 28.43 -2.94 -2.24 0.2767
H 27.22 -2.34 -1.16 0.3631
H 27.42 -1.67 -2.84 0.2595
H 23.15 -3.05 0.10 0.2174
H 22.77 -2.83 -1.61 -0.0568
H 23.20 -1.46 -0.57 0.3435
H 24.16 -4.18 -5.20 0.0485
H 23.59 -5.52 -4.14 -0.5547
H 25.34 -5.13 -4.32 0.4076
```

Computed properties:
Total charge = 0
LUMO level = 0.1 eV
ΔE to the lowest compared entry with this formula, charge and spin = 145.06 kcal/mol
Gap between HOMO and LUMO = 0.378 Eh
Structure (SMILES) = COP(=O)(OC)OC.COP(=O)(OC)OC.COP(=O)(OC)OC.COP(=O)(OC)OC.COP(=O)(OC)OC.COP(=O)(OC)OC.COP(=O)(OC)OC.COP(=O)(OC)OC.COP(=O)(OC)OC.O=S1(=O)CCCC1
HOMO = -0.373 Ha

=====

2.
Formula: C6H22O6
Source: the Open Molecules 2025 dataset
Level of theory: ωB97M-V/def2-TZVPD

```
34
Properties=species:S:1:pos:R:3:mulliken_charge:R:1
C -4.98 4.54 -1.60 -0.4815
O -5.01 5.79 -2.36 -0.4992
H -4.36 4.81 -0.75 0.2321
H -5.98 4.37 -1.20 0.2158
H -4.76 3.61 -2.13 0.2129
H -4.17 6.18 -2.12 0.3208
C 0.78 1.59 0.21 -0.4889
O -0.45 2.25 0.13 -0.5028
H 1.37 2.05 1.00 0.2364
H 0.58 0.55 0.49 0.2371
H 1.40 1.54 -0.69 0.2215
H -0.89 2.47 0.95 0.2969
C 4.94 -2.01 -1.58 -0.5146
O 4.81 -3.40 -1.43 -0.4939
H 5.98 -1.78 -1.81 0.3290
H 4.44 -1.81 -2.53 0.1948
H 4.54 -1.52 -0.70 0.2007
H 5.58 -3.93 -1.25 0.2941
C -1.62 3.86 5.49 -0.4668
O -2.75 4.01 4.75 -0.4841
H -0.92 3.32 4.85 0.1744
H -1.18 4.78 5.88 0.2496
H -1.79 3.36 6.44 0.2412
H -3.38 4.59 5.19 0.2857
C 0.36 -4.41 -0.89 -0.3415
C 0.49 -5.60 -1.81 -0.4432
O 1.84 -6.12 -1.83 -0.4863
O 0.89 -3.46 -1.81 -0.4954
H 0.89 -4.63 0.04 0.2459
H -0.69 -4.16 -0.72 0.3191
H 0.16 -5.38 -2.82 0.2742
H -0.21 -6.35 -1.44 0.3272
H 2.38 -5.33 -1.76 0.2936
H 1.71 -3.78 -2.20 0.2954
```

Computed properties:
Total charge = 0
LUMO level = 0.5 eV
ΔE to the lowest compared entry with this formula, charge and spin = 126.91 kcal/mol
Gap between HOMO and LUMO = 0.391 Eh
Structure (SMILES) = OCCO.CO.CO.CO.CO
HOMO = -0.372 Ha

=====

3.
Formula: C4H7ClN2
Source: the Open Molecules 2025 dataset
Level of theory: ωB97M-V/def2-TZVPD

```
14
Properties=species:S:1:pos:R:3:mulliken_charge:R:1
C -1.88 0.64 -0.33 0.4069
C 2.25 -1.32 0.38 0.1849
C -3.23 0.78 -0.05 -0.8519
C 2.78 -0.31 -0.49 -0.2873
N 1.91 -1.92 1.28 0.0837
N -0.76 0.52 -0.59 0.1680
Cl 2.06 1.33 0.19 -0.1020
H -3.79 0.17 -0.68 0.3422
H -3.62 1.78 -0.31 0.3465
H -3.46 0.62 1.02 0.3291
H 2.27 -0.57 -1.54 0.3855
H 3.84 -0.39 -0.39 0.3702
H 1.37 -2.17 2.12 0.3883
H 0.27 0.84 -0.61 0.2359
```

Computed properties:
Total charge = +2
LUMO level = -9.6 eV
ΔE to the lowest compared entry with this formula, charge and spin = 0.00 kcal/mol
Gap between HOMO and LUMO = 0.403 Eh
HOMO = -0.756 Ha

=====

4.
Formula: C6H9NO2S
Source: the Open Molecules 2025 dataset
Level of theory: ωB97M-V/def2-TZVPD

```
19
Properties=species:S:1:pos:R:3:mulliken_charge:R:1
C -2.63 0.44 0.23 -0.0172
C -0.56 2.50 -0.11 -0.2232
C 1.65 3.19 0.17 -0.6040
C -1.35 0.22 0.23 0.5790
C -0.56 -1.93 -0.95 -1.0369
C -0.95 -1.32 0.46 -0.3277
N -0.31 1.16 0.17 -0.0188
O 0.36 3.37 -0.02 -0.2294
O 0.14 -1.49 1.30 -0.5183
S -4.17 0.51 0.04 -0.3804
H -1.46 2.95 -0.10 0.3936
H 2.25 4.10 0.15 0.2120
H 2.26 2.29 0.11 0.2058
H -0.18 -3.03 -0.99 0.3052
H 0.12 -1.20 -1.50 0.2632
H -1.50 -1.87 -1.42 0.3691
H -1.78 -1.85 0.93 0.4859
H 0.68 0.99 0.10 0.2326
H -0.20 -1.77 2.12 0.3093
```

Computed properties:
Total charge = 0
LUMO level = -0.5 eV
ΔE to the lowest compared entry with this formula, charge and spin = 144.03 kcal/mol
Gap between HOMO and LUMO = 0.216 Eh
HOMO = -0.234 Ha

=====

Among the records above, which one has the highest LUMO level?
C6H22O6

=====

Repeat the fourth record exactly.
Formula: C6H9NO2S
Source: the Open Molecules 2025 dataset
Level of theory: ωB97M-V/def2-TZVPD

```
19
Properties=species:S:1:pos:R:3:mulliken_charge:R:1
C -2.63 0.44 0.23 -0.0172
C -0.56 2.50 -0.11 -0.2232
C 1.65 3.19 0.17 -0.6040
C -1.35 0.22 0.23 0.5790
C -0.56 -1.93 -0.95 -1.0369
C -0.95 -1.32 0.46 -0.3277
N -0.31 1.16 0.17 -0.0188
O 0.36 3.37 -0.02 -0.2294
O 0.14 -1.49 1.30 -0.5183
S -4.17 0.51 0.04 -0.3804
H -1.46 2.95 -0.10 0.3936
H 2.25 4.10 0.15 0.2120
H 2.26 2.29 0.11 0.2058
H -0.18 -3.03 -0.99 0.3052
H 0.12 -1.20 -1.50 0.2632
H -1.50 -1.87 -1.42 0.3691
H -1.78 -1.85 0.93 0.4859
H 0.68 0.99 0.10 0.2326
H -0.20 -1.77 2.12 0.3093
```

Computed properties:
Total charge = 0
LUMO level = -0.5 eV
ΔE to the lowest compared entry with this formula, charge and spin = 144.03 kcal/mol
Gap between HOMO and LUMO = 0.216 Eh
HOMO = -0.234 Ha